# 1
A structure of composition C12H9AuBrClN2O4. Source: the OMol25 dataset; level of theory: wB97M-V/def2-TZVPD.

The geometry in ORCA input format:
```
! wB97M-V def2-TZVPD RIJCOSX def2/J DEFGRID3
* xyz 2 1
Au 0.10301 0.03207 0.03397
Br -5.57251 4.81736 -0.04638
Cl 2.25035 1.68456 0.13519
O 2.10907 0.13226 0.07563
O 2.80625 2.05850 1.34856
O 2.84881 2.14585 -1.02694
O 0.73123 1.97776 0.11974
N -0.12350 -1.94251 -0.01231
N -1.94769 -0.04966 -0.00821
C -2.27181 2.36001 -0.19372
C 0.89310 -2.80454 -0.01498
C -1.71757 -3.69878 -0.04968
C -2.37437 -1.26892 -0.02604
C -4.46049 3.32495 -0.03132
C -4.19527 0.94442 0.17497
C -0.66801 -4.61757 -0.05485
C -2.81125 1.09055 -0.00516
C -5.00789 2.05307 0.16023
C -3.09103 3.47224 -0.20840
C -1.41641 -2.35443 -0.02730
C 0.64140 -4.16888 -0.03709
H 1.89644 -2.39781 -0.00069
H -4.66764 -0.01142 0.34613
H -1.21731 2.51414 -0.35639
H -6.07336 1.94129 0.30362
H -3.43261 -1.48643 -0.06008
H -2.74931 -4.02306 -0.06250
H 1.47518 -4.85675 -0.04114
H -0.87966 -5.67858 -0.07268
H -2.66557 4.45367 -0.36196
*
```

Computed properties:
Highest occupied orbital energy: -14.8 eV
Frontier orbital gap: 0.17690 Ha



# 2
A structure of composition C12H9AuCl3N6OSSi. Source: the OMol25 dataset; level of theory: wB97M-V/def2-TZVPD.

The geometry in ORCA input format:
```
! wB97M-V def2-TZVPD RIJCOSX def2/J DEFGRID3
* xyz 1 3
Au -0.64449 0.03171 -1.30961
Cl -3.58351 0.34834 -3.39608
Cl -2.05636 -2.59148 -3.31805
Cl -3.76577 -1.54696 -0.69018
S -1.84603 1.86566 -0.12669
Si -2.54423 -0.93355 -2.21579
O 1.22966 -0.71374 -3.77291
N 1.64036 -2.28790 -0.74203
N 1.06281 -5.30391 -4.12399
N -2.12307 0.83492 2.36788
N 1.19257 0.81062 -0.25667
N -0.05233 0.88977 1.74404
N 1.16466 -1.88762 -4.01392
C -0.08208 0.34103 3.01757
C 1.17989 -4.22998 -3.73844
C -3.57893 0.97136 2.34997
C 1.31395 -2.90542 -3.22546
C 2.32004 1.03468 -0.93695
C 1.14700 1.16518 1.02548
C 2.20726 1.75216 1.68632
C -1.32082 1.18909 1.35431
C 3.38063 1.96367 0.97809
C 3.43943 1.59930 -0.35509
C -1.37244 0.31330 3.40182
C 1.52033 -2.63005 -1.83241
H -3.98104 0.40851 1.51059
H 4.23218 2.41925 1.46440
H -3.96621 0.57760 3.28458
H 2.31392 0.74220 -1.97826
H 0.80932 -0.00248 3.51018
H 2.10801 2.04936 2.72049
H -3.85267 2.01861 2.25068
H 4.33249 1.75039 -0.94337
H -1.82453 -0.04361 4.30953
*
```

Computed properties:
Energy above the lowest of the compared OMol25 structures with the same formula, charge and spin: 13.0 kJ/mol
Highest occupied orbital energy (alpha / beta): -11.3 / -12.4 eV
Frontier orbital gap (alpha / beta): 0.27266 / 0.24401 Ha



# 3
An isolated molecule of C12H9FNO3P. Source: the OMol25 dataset; level of theory: wB97M-V/def2-TZVPD.

The geometry in ORCA input format:
```
! wB97M-V def2-TZVPD RIJCOSX def2/J DEFGRID3
* xyz 0 1
P 2.89048 -0.77327 0.95346
F 1.26912 3.52558 -2.16425
O -3.05815 0.77220 -1.99062
O 0.69744 3.96624 -0.06727
O -1.76468 -3.45059 0.28721
N 2.90999 -1.89130 2.04658
C -0.42923 0.96133 -0.76533
C -1.35463 -0.04623 -0.56717
C 1.23446 -0.37530 0.32727
C -3.76311 -0.62704 -0.21619
C 1.22233 3.23756 -0.83804
C 0.30827 -1.39353 0.50818
C 1.88529 1.92743 -0.52388
C 0.87281 0.81903 -0.30839
C -0.99201 -1.22538 0.06926
C -2.76347 0.11267 -1.02498
C -2.02717 -2.27428 0.26862
C -3.41381 -1.75709 0.40177
H -0.76587 1.84977 -1.28044
H -4.77255 -0.24849 -0.16241
H 0.60205 -2.30020 1.01784
H 2.42249 2.10554 0.40438
H 2.58160 1.65266 -1.31209
H 3.55406 -1.12719 -0.23566
H 3.47737 0.45854 1.27793
H -4.12875 -2.32836 0.97404
H 3.30569 -1.57028 2.92017
*
```

Computed properties:
SMILES: N=[PH2]c1cc2c(cc1CC(=O)F)C(=O)C=CC2=O
Highest occupied orbital energy: -9.3 eV
Frontier orbital gap: 0.29383 Ha



# 4
The ion C12H9N10O6 with charge -1 in a non-equilibrium geometry. Source: the OMol25 dataset; level of theory: wB97M-V/def2-TZVPD.

The geometry in ORCA input format:
```
! wB97M-V def2-TZVPD RIJCOSX def2/J DEFGRID3
* xyz -1 1
O 3.45248 1.28090 2.18684
O -1.19183 2.87418 3.22443
O 3.62401 -0.90097 2.28810
O -2.92050 1.55416 2.98851
O 1.51267 -2.11095 -4.32758
O -0.05079 -0.14223 -0.46347
N -2.40943 -1.14098 2.03946
N 2.82260 -3.73226 -0.12058
N -1.69820 1.76072 2.93590
N 1.74478 -2.15152 1.04615
N -0.92279 -2.74460 1.82525
N -2.19461 -2.43554 1.76294
N 0.71395 -1.13766 -2.39680
N 2.92925 0.14804 2.21452
N 2.21930 -2.99707 -2.32608
N -0.27456 -1.59821 2.18652
C 1.48180 -2.07617 -3.10349
C 1.18317 -1.46809 2.18417
C -0.05640 -0.26104 -3.24503
C 0.71378 -0.95598 -0.99061
C 3.04394 -4.00334 -2.96852
C -0.75913 0.71404 2.56239
C 2.52483 -3.28345 1.11156
C 1.64039 -1.80743 -0.29689
C -1.20113 -0.61053 2.30700
C 0.60439 0.98138 2.43905
C 2.26839 -2.83590 -0.98563
C 1.51308 -0.03196 2.23194
H 2.82077 -3.68438 2.07342
H 3.81189 -3.50372 -3.56734
H 2.42693 -4.64729 -3.59956
H 0.96731 2.00074 2.53101
H 1.57791 -2.01183 3.05374
H -0.65204 0.40986 -2.63084
H 0.61882 0.30604 -3.89121
H 3.48666 -4.56688 -2.14648
H -0.69632 -0.86200 -3.89476
*
```

Computed properties:
SMILES: Cn1c(=O)c2c(ncn2[C@H]2C([N+](=O)[O-])=CC(=[N+]([O-])[O-])c3nnnn32)n(C)c1=O
Highest occupied orbital energy: -5.1 eV
Frontier orbital gap: 0.26684 Ha



# 5
An isolated molecule of C12H9NO in a non-equilibrium geometry. Source: the OMol25 dataset; level of theory: wB97M-V/def2-TZVPD.

The geometry in ORCA input format:
```
! wB97M-V def2-TZVPD RIJCOSX def2/J DEFGRID3
* xyz 0 1
O 5.19874 -1.04611 0.64799
N -3.76494 -1.64583 -0.01993
C 0.08221 1.54565 0.06872
C -0.17330 -0.83858 -0.12668
C -2.46095 -1.78053 -0.03121
C -4.28393 -0.39342 0.03433
C 2.07012 0.11729 -0.26170
C 0.65311 0.26777 -0.12693
C -1.57224 -0.67926 -0.02146
C 3.27654 0.00319 -0.35069
C -2.10941 0.62457 0.07417
C -1.26026 1.74320 0.15387
C 4.74160 -0.16359 -0.38638
C -3.51048 0.74397 0.07278
H -5.39299 -0.32056 0.05660
H 0.25979 -1.83144 -0.17765
H 5.00150 -0.63905 1.50052
H 5.03422 -0.58511 -1.33176
H 0.73782 2.39751 0.11472
H -4.00458 1.70574 0.16723
H -1.69018 2.73086 0.29986
H -2.07679 -2.78663 -0.05028
H 5.24441 0.83037 -0.30613
*
```

Computed properties:
SMILES: OCC#Cc1ccc2ccncc2c1
Energy above the lowest of the compared OMol25 structures with the same formula, charge and spin: 106.9 kJ/mol
Highest occupied orbital energy: -8.5 eV
Frontier orbital gap: 0.31463 Ha



# 6
A structure of composition C13H10Cl2MnN4S2 in a non-equilibrium geometry. Source: the OMol25 dataset; level of theory: wB97M-V/def2-TZVPD.

The geometry in ORCA input format:
```
! wB97M-V def2-TZVPD RIJCOSX def2/J DEFGRID3
* xyz 0 6
Mn -0.25746 0.18929 0.21522
Cl -4.95224 3.00804 0.00992
Cl -2.02192 -1.61156 0.29601
S -2.07094 1.70190 0.27750
S 0.41718 0.12190 2.47065
N 2.74147 -0.03647 0.97645
N -0.00682 0.04724 -1.90542
N 2.94231 -0.09992 3.21251
N 1.85517 0.03632 -0.03353
C 2.27778 -0.03528 -1.21887
C -0.70777 0.04397 -4.18337
C -3.50424 0.70132 0.15520
C 2.11683 0.00851 2.16179
C -0.96960 0.07476 -2.82305
C -3.52642 -0.70222 0.16634
C -4.78605 1.28292 0.04842
C 0.60935 0.00274 -4.58872
C -5.94832 0.53756 -0.03090
C -5.89908 -0.84695 -0.01166
C 1.26341 0.00578 -2.29873
C 1.61301 -0.01081 -3.62952
C -4.67255 -1.47371 0.08725
H -6.89634 1.05338 -0.10773
H 3.34099 -0.13593 -1.42428
H 2.55897 0.05812 4.12731
H -6.80813 -1.43099 -0.07280
H -4.59640 -2.55332 0.10671
H 2.66081 -0.03141 -3.90362
H -1.52165 0.05671 -4.89459
H -1.98233 0.13459 -2.44244
H 0.85822 -0.01459 -5.64249
H 3.93073 0.01573 3.06412
*
```

Computed properties:
Energy above the lowest of the compared OMol25 structures with the same formula, charge and spin: 12.7 kJ/mol
Highest occupied orbital energy (alpha / beta): -7.3 / -7.7 eV
Frontier orbital gap (alpha / beta): 0.24855 / 0.25740 Ha



# 7
A structure of composition C13H10Cl5MnN in a non-equilibrium geometry. Source: the OMol25 dataset; level of theory: wB97M-V/def2-TZVPD.

The geometry in ORCA input format:
```
! wB97M-V def2-TZVPD RIJCOSX def2/J DEFGRID3
* xyz 0 4
Mn -0.07433 -0.14448 -1.01017
Cl -0.03796 0.02009 5.66462
Cl -2.58619 -0.92468 4.10462
Cl 2.52100 0.88044 4.07676
Cl -2.67954 -0.68564 0.99359
Cl 2.48010 0.95479 0.97512
N -1.12353 -1.48574 -1.33778
C -1.20123 -0.35251 1.83375
C 1.11108 0.39444 3.24391
C -1.17517 0.75376 -2.54320
C -0.05521 -0.01341 1.13205
C -1.50271 1.41118 -1.29822
C -0.04171 -0.00653 3.96212
C -1.20174 -0.40198 3.25144
C 0.78054 1.67499 -1.67115
C -0.29218 1.97998 -0.76991
C 1.56236 -1.10474 -1.08098
C 0.24666 0.90862 -2.77081
C 0.49865 -1.86907 -1.80158
C 1.07290 0.39492 1.82321
H -1.70400 -2.31853 -1.30345
H -2.49921 1.53137 -0.88812
H 2.34114 -0.69618 -1.72842
H 0.58041 -1.89654 -2.89762
H 0.79868 0.57084 -3.64209
H 1.80351 2.03097 -1.58582
H -1.88356 0.28869 -3.22197
H 0.58219 -2.90576 -1.43099
H 1.90544 -1.61660 -0.17914
H -0.22637 2.62731 0.10023
*
```

Computed properties:
Highest occupied orbital energy (alpha / beta): -7.6 / -8.5 eV
Frontier orbital gap (alpha / beta): 0.27922 / 0.30922 Ha